The following is a quantum chemistry calculation of 2 unconnected molecules or ions with the total composition C12H17N, from the Open Molecules 2025 dataset.

SMILES: CCc1c[nH]c2ccccc12.CC
HOMO level, eV: -7.75
Kohn-Sham gap, eV: 8.64
Relative energy (zero: lowest compared OMol25 entry of this formula, charge and spin), kcal per mole: 66.4

Cartesian coordinates (Å):
C (-2.02, -2.40, -0.34)
C (-0.57, -2.40, -1.14)
C (0.18, -1.11, -0.73)
C (0.72, -0.91, 0.52)
N (0.98, 0.49, 0.69)
C (0.47, 1.12, -0.45)
C (0.13, 2.48, -0.59)
C (-0.29, 2.81, -1.85)
C (-0.31, 1.86, -2.90)
C (-0.28, 0.52, -2.77)
C (-0.01, 0.11, -1.43)
H (-2.64, -3.07, -0.98)
H (-2.32, -1.33, -0.63)
H (-1.94, -2.69, 0.76)
H (0.12, -3.27, -0.89)
H (-0.78, -2.51, -2.28)
H (0.60, -1.65, 1.29)
H (1.58, 0.79, 1.41)
H (0.29, 3.09, 0.30)
H (-0.50, 3.75, -2.31)
H (-0.45, 2.28, -3.93)
H (-0.44, -0.09, -3.58)
C (0.20, -0.19, 3.86)
C (1.09, -1.10, 4.55)
H (0.56, 0.05, 2.89)
H (-0.81, -0.60, 3.85)
H (0.13, 0.91, 4.36)
H (0.75, -2.12, 4.53)
H (1.07, -0.88, 5.59)
H (2.16, -1.03, 4.43)

Results of the Mulliken charge analysis, in e, for atoms 1 through 2: C -0.830; C -0.841


The following is a quantum chemistry calculation of 2 unconnected molecules or ions with the total composition C5H8BrN, from the Open Molecules 2025 dataset.

HOMO level (spin up / spin down), eV: -7.51 / -8.07
Kohn-Sham gap (spin up / spin down), eV: 7.03 / 8.71
Relative energy (zero: lowest compared OMol25 entry of this formula, charge and spin), kcal per mole: 108.9

Cartesian coordinates (Å):
C (0.35, -0.68, -0.30)
C (-0.44, 0.20, 0.26)
C (-3.00, -0.99, 0.32)
C (1.87, -0.38, -0.47)
C (-0.85, 1.64, 0.38)
N (-3.16, -2.16, 0.62)
Br (-4.15, 0.41, -0.18)
H (0.03, -1.66, -0.48)
H (1.98, 0.14, -1.39)
H (2.41, -1.36, -0.63)
H (2.23, 0.47, 0.34)
H (-1.44, 1.85, 1.20)
H (0.02, 2.30, 0.44)
H (-1.29, 1.81, -0.57)
H (-4.05, -2.68, 0.45)

Results of the Mulliken charge analysis, in e, for atoms 1 through 2: C 0.075; C -0.155


The following is a quantum chemistry calculation of 2 unconnected molecules or ions with the total composition C2H10N3O, from the Open Molecules 2025 dataset.

HOMO level, eV: -14.75
Kohn-Sham gap, eV: 11.61
Relative energy (zero: lowest compared OMol25 entry of this formula, charge and spin), kcal per mole: 12.8
Net charge: +1

Cartesian coordinates (Å):
C (-1.50, -1.44, -0.19)
N (-0.55, -0.71, 0.67)
C (-0.23, 0.58, 0.60)
N (0.21, 1.22, 1.68)
N (-0.33, 1.20, -0.58)
H (-1.26, -2.49, -0.09)
H (-1.42, -1.10, -1.21)
H (-2.50, -1.26, 0.19)
H (-0.13, -1.25, 1.43)
H (0.13, 0.81, 2.59)
H (0.44, 2.19, 1.66)
H (-0.30, 2.20, -0.69)
H (-0.32, 0.64, -1.42)
H (2.06, 0.06, -1.03)
H (2.73, -1.04, -1.82)
O (1.86, -0.63, -1.68)

Results of the Mulliken charge analysis, in e, for atoms 1 through 2: C -0.814; N -0.190


The following is a quantum chemistry calculation of 3 unconnected molecules or ions with the total composition C19H15BrF16INO5, from the Open Molecules 2025 dataset.

SMILES: CC(=O)N(C)C1=C(Br)C(=O)C=C(I)C1=O.FC(F)C(F)(F)COC(F)(F)C(F)F.FC(F)C(F)(F)COC(F)(F)C(F)F
HOMO level, eV: -9.61
Kohn-Sham gap, eV: 8.13

Cartesian coordinates (Å):
C (-0.14, -5.33, -0.55)
C (0.42, -4.00, -0.98)
O (1.28, -3.46, -0.31)
N (0.00, -3.37, -2.20)
C (0.87, -3.73, -3.35)
C (-1.38, -3.57, -2.49)
C (-2.25, -2.57, -2.37)
Br (-1.76, -0.86, -1.79)
C (-3.68, -2.82, -2.73)
O (-4.34, -2.03, -3.36)
C (-4.17, -4.15, -2.30)
C (-3.33, -5.16, -2.42)
I (-3.82, -7.12, -1.91)
C (-1.95, -4.89, -2.94)
O (-1.37, -5.66, -3.66)
H (-0.48, -5.96, -1.35)
H (0.66, -5.86, -0.05)
H (-0.91, -5.15, 0.20)
H (1.78, -3.14, -3.35)
H (1.09, -4.79, -3.35)
H (0.31, -3.55, -4.25)
H (-5.17, -4.26, -1.93)
F (2.70, 1.91, -1.74)
C (1.46, 1.37, -1.74)
F (1.39, 0.53, -2.80)
C (0.37, 2.44, -1.89)
F (0.46, 3.05, -3.09)
F (-0.80, 1.74, -1.88)
C (0.23, 3.50, -0.78)
O (0.78, 4.80, -0.98)
C (2.07, 5.13, -0.65)
F (2.68, 4.16, 0.06)
F (2.00, 6.21, 0.16)
C (2.89, 5.56, -1.87)
F (2.94, 4.58, -2.79)
F (4.15, 5.84, -1.47)
H (1.32, 0.79, -0.83)
H (-0.84, 3.69, -0.74)
H (0.49, 3.10, 0.20)
H (2.45, 6.45, -2.32)
F (0.93, 0.14, 5.43)
C (1.43, 1.33, 5.84)
F (1.30, 1.38, 7.19)
C (0.69, 2.51, 5.22)
F (-0.59, 2.54, 5.65)
F (1.30, 3.62, 5.73)
C (0.73, 2.69, 3.69)
O (-0.39, 2.26, 2.92)
C (-0.53, 0.98, 2.42)
F (0.58, 0.26, 2.58)
F (-0.73, 1.11, 1.09)
C (-1.78, 0.28, 2.97)
F (-1.73, 0.19, 4.31)
F (-1.83, -0.97, 2.47)
H (2.50, 1.37, 5.60)
H (0.73, 3.76, 3.55)
H (1.67, 2.33, 3.27)
H (-2.68, 0.82, 2.69)

Results of the Mulliken charge analysis, in e, for atoms 1 through 2: C -0.905; C 0.499


The following is a quantum chemistry calculation of a molecular structure, C24H32N2OOsSSi, from the Open Molecules 2025 dataset.

HOMO level (spin up / spin down), eV: -7.37 / -7.38
Kohn-Sham gap (spin up / spin down), eV: 6.18 / 6.20
Relative energy (zero: lowest compared OMol25 entry of this formula, charge and spin), kcal per mole: 41.7

Cartesian coordinates (Å):
Os (-0.53, 0.66, -0.36)
S (-4.38, 2.17, -2.12)
C (-4.20, 0.56, -2.71)
C (-3.05, -0.03, -2.31)
C (-2.25, 0.79, -1.46)
C (-2.84, 2.04, -1.31)
C (-2.22, 3.05, -0.54)
C (-2.79, 4.28, -0.22)
C (-2.14, 5.15, 0.61)
C (-0.89, 4.77, 1.12)
C (-0.36, 3.55, 0.77)
N (-0.98, 2.68, -0.04)
H (-4.98, 0.15, -3.33)
H (-2.79, -1.04, -2.60)
H (-3.77, 4.51, -0.63)
H (-2.57, 6.10, 0.87)
H (-0.35, 5.43, 1.79)
H (0.60, 3.24, 1.15)
C (-1.26, -2.12, 3.03)
Si (-1.93, -1.97, 1.25)
C (-2.24, -3.70, 0.49)
C (-3.61, -1.02, 1.25)
O (-0.87, -1.24, 0.31)
H (-1.87, -2.80, 3.61)
H (-1.24, -1.17, 3.55)
H (-0.24, -2.52, 3.03)
H (-2.84, -4.31, 1.15)
H (-1.30, -4.21, 0.31)
H (-2.76, -3.60, -0.46)
H (-4.31, -1.45, 1.95)
H (-4.05, -1.06, 0.26)
H (-3.48, 0.03, 1.50)
C (1.71, 0.71, 2.56)
C (3.02, 0.83, 1.78)
C (3.14, 2.18, 1.07)
C (3.21, -0.30, 0.79)
C (4.24, -1.19, 0.98)
C (4.52, -2.18, 0.05)
C (3.74, -2.28, -1.09)
C (2.66, -1.44, -1.32)
C (1.83, -1.72, -2.55)
C (0.71, -2.67, -2.13)
C (1.26, -0.50, -3.28)
C (2.32, -0.43, -0.34)
N (1.30, 0.36, -0.46)
H (1.62, 1.53, 3.27)
H (1.69, -0.23, 3.12)
H (0.86, 0.70, 1.88)
H (3.84, 0.76, 2.51)
H (2.45, 2.22, 0.23)
H (4.15, 2.32, 0.68)
H (2.92, 2.99, 1.76)
H (4.86, -1.10, 1.86)
H (5.34, -2.86, 0.21)
H (3.96, -3.05, -1.82)
H (2.48, -2.24, -3.27)
H (0.07, -2.17, -1.40)
H (1.13, -3.56, -1.67)
H (0.11, -2.98, -2.99)
H (0.55, 0.04, -2.64)
H (0.72, -0.82, -4.17)
H (2.05, 0.18, -3.58)

Results of the Mulliken charge analysis, in e, for atoms 1 through 2: Os 0.673; S -0.273


The following is a quantum chemistry calculation of 3 unconnected molecules or ions with the total composition C4H13NO2, from the Open Molecules 2025 dataset.

SMILES: C=CCCN.O.O
HOMO level, eV: -9.66
Kohn-Sham gap, eV: 10.34
Relative energy (zero: lowest compared OMol25 entry of this formula, charge and spin), kcal per mole: 48.2

Cartesian coordinates (Å):
C (0.61, -1.09, 2.00)
C (-0.25, -1.41, 1.06)
C (-0.26, -0.75, -0.31)
C (-0.61, 0.69, -0.53)
N (0.47, 1.73, -0.80)
H (1.46, -0.48, 1.76)
H (0.68, -1.56, 2.99)
H (-1.18, -1.95, 1.23)
H (0.59, -1.08, -0.91)
H (-1.04, -1.37, -0.82)
H (-1.30, 1.04, 0.25)
H (-1.03, 0.73, -1.56)
H (0.72, 2.08, 0.13)
H (1.31, 1.19, -1.02)
O (-2.10, 0.13, -5.48)
H (-2.84, -0.33, -5.89)
H (-1.45, -0.46, -5.09)
O (2.25, 1.35, 4.37)
H (1.37, 1.08, 4.03)
H (2.61, 0.47, 4.58)

Results of the Mulliken charge analysis, in e, for atoms 1 through 2: C -0.717; C -0.205


Please write out number 3 again, unchanged.
The following is a quantum chemistry calculation of 2 unconnected molecules or ions with the total composition C2H10N3O, from the Open Molecules 2025 dataset.

HOMO level, eV: -14.75
Kohn-Sham gap, eV: 11.61
Relative energy (zero: lowest compared OMol25 entry of this formula, charge and spin), kcal per mole: 12.8
Net charge: +1

Cartesian coordinates (Å):
C (-1.50, -1.44, -0.19)
N (-0.55, -0.71, 0.67)
C (-0.23, 0.58, 0.60)
N (0.21, 1.22, 1.68)
N (-0.33, 1.20, -0.58)
H (-1.26, -2.49, -0.09)
H (-1.42, -1.10, -1.21)
H (-2.50, -1.26, 0.19)
H (-0.13, -1.25, 1.43)
H (0.13, 0.81, 2.59)
H (0.44, 2.19, 1.66)
H (-0.30, 2.20, -0.69)
H (-0.32, 0.64, -1.42)
H (2.06, 0.06, -1.03)
H (2.73, -1.04, -1.82)
O (1.86, -0.63, -1.68)

Results of the Mulliken charge analysis, in e, for atoms 1 through 2: C -0.814; N -0.190